(1)
The following is a DFT calculation (ωB97M-V/def2-TZVPD) of C30H53AlBr9Cl2F5NNaO7S2Si as an isolated structure in a non-equilibrium geometry.

Last column: Löwdin charge in e.
Atoms and positions in Å:
Br: 2.15903 -9.99010 -2.11136  0.5340
Br: -0.90595 -5.15652 -5.45710  0.5289
Br: 1.54338 -9.46533 -5.23062  0.6981
Br: 4.41732 -10.60824 -4.32558  0.5890
Br: -3.39669 1.86994 6.09554  0.5907
Br: -2.37218 -7.66768 -6.84604  0.6128
Br: -0.88423 0.40483 4.70782  0.5794
Br: -3.69687 -1.14226 4.99033  0.5634
Br: -2.92116 -6.99588 -3.74249  0.5937
Cl: 5.08887 -3.96447 -3.90794  0.5868
Cl: -0.32126 -3.04361 1.92296  0.3294
S: -1.94470 -2.44656 0.74431  0.4748
S: -2.69755 4.79377 -2.68728  0.4669
Si: 4.18499 -0.01355 2.29325  0.5263
Al: 3.52347 -8.69887 -0.37669  0.6400
Na: 2.29582 -5.61788 -6.76492  0.6790
F: 6.11988 1.56684 -0.18956  -0.7285
F: -3.53680 3.21717 -4.73367  0.0751
F: -2.13484 4.78129 -5.34449  0.0808
F: -4.21175 5.29231 -4.88573  0.0773
F: 0.03634 -11.22760 -5.71552  -0.8492
O: -3.90009 4.45975 -1.91168  -0.3405
O: -5.75548 6.08465 -7.51246  -0.0583
O: -2.38871 -0.96106 0.99819  -0.4093
O: -1.57157 3.88710 -2.42448  -0.3619
O: -3.35170 6.21333 6.97687  -0.0663
O: -2.32856 6.21311 -2.59638  -0.3299
O: -3.14739 -3.34283 1.15063  -0.4244
N: 3.46500 -2.74725 -2.09551  -0.0932
C: 3.33456 -3.71044 -3.25024  -0.5567
C: 5.46748 -1.06089 3.35121  -0.2454
C: 2.77181 -1.39876 -1.95888  -0.0019
C: -3.84536 6.07543 8.19819  -0.2587
C: -1.00822 4.39490 1.71644  -0.2023
C: -5.19645 4.17546 4.07614  -0.1612
C: 0.17425 -1.08926 -2.67235  -0.1670
C: 2.75435 -5.20873 -2.80819  -0.1981
C: 2.97219 -6.19758 -4.13727  -0.1630
C: 2.93148 -0.40989 -0.61765  0.0038
C: 0.00357 -2.17805 -1.45966  -0.2278
C: -2.89803 6.39997 1.89045  -0.2022
C: -3.16138 4.51111 -4.47540  -0.5707
C: 4.66002 -2.38299 0.43184  0.0328
C: 0.65472 2.37526 1.26721  -0.1918
C: -4.06340 5.39923 4.18664  -0.2106
C: 0.75454 0.95754 0.40856  -0.1914
C: 2.16845 1.03722 -0.44453  -0.1392
C: -4.22882 6.40178 2.87116  -0.2009
C: 4.38785 -3.21733 -0.95066  -0.0109
C: -2.49971 -6.27111 -5.49778  -1.5772
C: 4.97521 1.74299 2.12809  -0.2571
C: -1.59266 -2.53344 -1.12875  -0.2164
C: -2.82098 0.57915 4.75878  -1.5804
C: 3.88241 -0.92558 0.62682  -0.0602
C: 2.51137 -10.55220 -3.93999  -1.4467
C: 1.76492 -0.84339 -3.12739  -0.1163
C: 2.57516 0.05348 3.41743  -0.2356
C: -0.87585 2.73949 1.74521  -0.1978
C: -2.57595 4.86673 1.40634  -0.1960
H: 1.42917 2.41153 2.16215  0.1073
H: -4.31787 7.49665 3.31789  0.1100
H: 2.82966 1.86175 0.11080  0.1205
H: -3.33502 -5.62421 -5.78556  -0.0128
H: 1.59932 -5.09405 -2.53985  0.1220
H: 1.72389 -0.54567 2.87685  0.0024
H: -4.35783 5.12686 8.43224  0.0944
H: 4.68691 2.32444 1.15465  0.0290
H: -2.68511 4.82366 0.22460  0.0957
H: 2.13513 -11.57586 -4.03794  0.0042
H: -5.14348 6.11579 2.18902  0.1116
H: 2.86148 -5.50202 -5.09037  -0.0084
H: -5.14430 5.92909 -6.81569  -0.0807
H: 1.00679 3.22620 0.50744  0.1236
H: 2.76930 -0.51983 4.44624  0.0586
H: -0.58419 4.88961 2.71651  0.1151
H: -0.95550 2.41196 2.88963  0.0459
H: -3.13534 6.13715 9.04042  0.1188
H: 2.28245 1.15078 3.72224  0.0421
H: 4.72047 2.33131 3.12200  0.0504
H: 2.71051 -3.33462 -4.16125  0.1137
H: -1.72216 2.19195 1.14202  0.1220
H: -4.60825 6.80453 8.52037  0.0811
H: -4.72850 3.14315 3.78550  0.0329
H: 0.64006 -0.00365 1.06498  0.0749
H: 4.94421 -4.26773 -1.06425  0.1074
H: 6.16099 1.60933 2.08653  0.0601
H: -4.14796 5.97791 5.21644  0.0837
H: 1.91976 -1.31073 -4.18841  0.0995
H: -3.01565 4.85721 4.16176  0.1055
H: -2.25096 -1.69329 -1.61245  0.1338
H: 5.47161 -0.68173 4.47340  0.0597
H: 0.41719 -1.66882 -0.47437  0.0724
H: 0.51744 -3.20598 -1.70535  0.0970
H: -3.11924 7.06680 0.92581  0.1245
H: -1.90760 -3.59957 -1.49289  0.1124
H: 1.87748 1.54987 -1.48237  0.1330
H: -3.26091 4.04293 1.87875  0.1006
H: 1.84291 0.33730 -3.28834  0.1399
H: 6.57363 -0.92224 2.95811  0.0605
H: -5.72226 4.08117 5.12553  0.0654
H: 5.35999 -2.87669 1.23754  0.0965
H: -0.34475 -0.07567 -2.32633  0.1321
H: -6.01898 4.42369 3.28077  0.0723
H: -0.16224 0.94463 -0.35450  0.1123
H: -0.36677 4.88926 0.84396  0.1171
H: 3.32007 -5.63036 -1.85788  0.0857
H: -0.44526 -1.46157 -3.60760  0.1194
H: -3.13278 0.96796 3.78378  -0.0269
H: 2.14400 -7.03425 -4.18805  0.0188
H: 5.21192 -2.20629 3.36644  0.0230
H: 4.07129 -6.60574 -4.12503  0.0925
H: -1.95887 6.89156 2.40193  0.1093

Results
Charge = 0
HOMO = -6.83 eV
Total energy = -27831.4277 Ha
HOMO-LUMO gap = 1.01 eV



(2)
The following is a DFT calculation (ωB97M-V/def2-TZVPD) of a 2-piece molecular cluster, CH3ClO2PS overall in a non-equilibrium geometry.

Last column: Löwdin charge in e.
Atoms and positions in Å:
Cl: -1.33832 2.02908 2.26470  -0.5483
S: 1.13462 -0.95817 1.41273  0.6006
P: 1.88069 0.88513 1.99361  0.2620
O: 2.27397 1.78671 0.87137  -0.3797
O: 2.36861 1.05165 3.35513  -0.3643
C: 0.00624 -0.37546 0.15633  -0.5591
H: 0.37081 -0.05718 -0.78278  -0.0010
H: -0.65084 0.60065 0.54430  -0.0290
H: -0.62885 -1.16173 -0.26167  0.0189

Results
Charge = -1
HOMO = -4.70 eV
Total energy = -1390.2440 Ha
HOMO-LUMO gap = 7.57 eV
Energy above the lowest of the compared OMol25 structures with the same formula, charge and spin = 33.63 kcal/mol



(3)
The following is a DFT calculation (ωB97M-V/def2-TZVPD) of C14H10F5NTi as an isolated structure in a non-equilibrium geometry.

Last column: Löwdin charge in e.
Atoms and positions in Å:
Ti: -0.19176 0.25021 -0.64992  0.8012
F: 1.06953 -2.30809 -0.21919  0.0231
F: -1.01851 0.77621 2.79258  0.0351
F: 1.58592 -3.98053 1.88885  0.0531
F: 0.58982 -3.37017 4.38182  0.0828
F: -0.71334 -0.99519 4.79080  0.0630
N: -1.66361 -0.92597 -1.26554  -0.2043
C: -2.39681 0.41204 -1.38337  -0.4903
C: 0.40257 -2.53575 3.36858  -0.1845
C: -0.39413 -0.41163 2.52339  -0.2244
C: -0.24409 -1.31254 3.56885  -0.1648
C: 0.87812 -2.83751 2.09603  -0.1533
C: -0.90609 2.26049 -0.98847  -0.3464
C: 0.66993 -1.94762 1.04677  -0.2419
C: 0.06814 -0.70281 1.24639  -0.0755
C: 2.86134 1.09494 -2.11648  -0.3095
C: 3.12744 0.65742 -3.32143  -0.1662
C: -2.55022 0.95905 0.01319  -0.1667
C: -1.62422 1.95766 0.23093  -0.2520
C: -1.40357 1.43246 -2.00539  -0.2502
C: 2.10530 1.27589 -1.01220  -0.2339
H: 1.79806 2.30737 -0.76450  0.0193
H: -1.49687 -1.34233 -2.19414  -0.0164
H: -1.07979 1.42487 -3.05312  0.0664
H: -1.51311 2.55263 1.14305  0.0870
H: -0.17048 3.03625 -1.07496  0.0636
H: -3.29157 0.14302 -1.96428  0.0739
H: 2.25752 0.63112 -0.11718  0.0248
H: 4.02142 1.02919 -3.86359  0.0002
H: 2.49360 -0.09427 -3.82774  0.0102
H: -3.27054 0.56360 0.73030  0.0767

Results
Charge = -2
HOMO (spin up / spin down) = 1.81 / 1.87 eV
Total energy = -1942.7303 Ha
HOMO-LUMO gap (spin up / spin down) = 3.39 / 3.33 eV
2S+1 = 3